[1]
Entry from OMol25: a cluster of 4 separate species, C26H41F24N3O4P in total at a distorted geometry (ωB97M-V/def2-TZVPD).

As for the frontier orbital gap: 0.394 Ha. For the HOMO energy, the calculation gives -12.93 eV. As for the charge: +1. The total energy is -4218.45968 Ha. As for the spin multiplicity: 1.

Each line ends with the Mulliken charge.
CARTESIAN COORDINATES (ANGSTROEM)
1 C -0.24886 -2.71976 0.21113  -1.50
2 C 0.41791 -2.77147 -1.16106  -0.72
3 N 1.28957 -1.58284 -1.30245  0.16
4 P 1.63157 -1.02216 -2.79693  0.85
5 C 3.41861 -0.81578 -2.90030  -1.13
6 N 4.04724 -2.06248 -2.40870  -0.49
7 C 1.18647 -2.14690 -4.14288  -0.98
8 N 2.39862 -2.67971 -4.74065  -0.57
9 O 0.99673 0.36760 -3.13407  -0.45
10 C 0.11075 1.03001 -2.18689  -1.33
11 C 0.77288 2.17066 -1.40982  1.94
12 C 1.96965 2.66089 -2.19722  -2.06
13 C 1.06189 1.70285 0.02384  -1.05
14 C 2.24061 2.30727 0.75871  1.14
15 C 3.58287 1.70810 0.37998  -1.76
16 C 2.24817 3.82665 0.74701  -1.45
17 H -0.37834 -3.69489 0.62127  0.29
18 H 0.39865 -2.16944 0.85885  0.44
19 H -1.16832 -2.18003 0.14688  0.34
20 H 1.01662 -3.65912 -1.18359  0.64
21 H -0.35796 -2.77172 -1.88971  0.43
22 H 2.11659 -1.64840 -0.73664  0.34
23 H 3.71863 0.00459 -2.28149  0.47
24 H 3.70858 -0.65475 -3.91441  0.52
25 H 4.05503 -2.01867 -1.40514  0.22
26 H 5.01367 -2.02355 -2.68650  0.27
27 H 0.48679 -2.90664 -3.84427  0.44
28 H 0.69544 -1.55705 -4.88658  0.40
29 H 2.12712 -3.29846 -5.48385  0.29
30 H 2.90185 -3.24560 -4.07157  0.20
31 H -0.38721 0.34495 -1.53324  0.47
32 H -0.65118 1.47119 -2.78977  0.63
33 H 0.09177 2.98758 -1.36153  0.06
34 H 2.78023 1.97245 -2.20273  0.20
35 H 2.30583 3.60765 -1.85305  0.47
36 H 1.67986 2.81656 -3.21501  0.54
37 H 1.15121 0.63564 0.08866  0.15
38 H 0.19705 1.95026 0.60591  0.45
39 H 2.11426 2.02900 1.78324  0.35
40 H 4.04371 2.23630 -0.42133  0.43
41 H 4.23196 1.66511 1.22925  0.51
42 H 3.41622 0.68988 0.07027  0.13
43 H 1.44897 4.22006 0.16045  0.02
44 H 2.08030 4.18474 1.73824  0.22
45 H 3.18393 4.24036 0.43415  0.45
46 C -3.66568 6.42350 -1.51693  -0.68
47 C -3.30983 6.75308 -2.97352  0.80
48 C -2.52587 5.69235 -3.74594  0.10
49 F -1.32753 5.44673 -3.16110  -0.18
50 F -2.29740 6.14071 -4.99943  -0.28
51 F -2.66363 7.93439 -3.02534  -0.27
52 F -4.48867 6.89867 -3.63720  -0.33
53 O -2.81998 6.96069 -0.52465  -0.39
54 C -1.67136 6.32042 -0.18414  0.76
55 C -0.45182 7.17430 -0.52475  0.12
56 F -0.42224 7.45724 -1.84050  -0.23
57 F 0.66616 6.47309 -0.21687  -0.18
58 F -1.59250 5.09442 -0.74864  -0.22
59 F -1.67912 6.14783 1.15356  -0.34
60 H -4.62514 6.90047 -1.33453  0.41
61 H -3.82459 5.35548 -1.37229  0.32
62 H -3.09525 4.75985 -3.80577  0.29
63 H -0.46734 8.10782 0.04078  0.26
64 C 0.71755 1.23577 6.79476  -0.67
65 C -0.67252 0.60042 6.93992  0.83
66 C -1.05077 -0.46931 5.91605  0.09
67 F -1.04966 0.03775 4.65936  -0.19
68 F -2.29670 -0.91538 6.18848  -0.28
69 F -1.61098 1.56810 6.96494  -0.27
70 F -0.68926 -0.02081 8.15004  -0.33
71 O 0.77483 2.47939 6.13058  -0.40
72 C 0.82948 2.52984 4.77518  0.86
73 C -0.41571 3.20600 4.20633  0.14
74 F -1.52598 2.54069 4.57372  -0.22
75 F -0.34164 3.19116 2.85186  -0.20
76 F 1.02251 1.30858 4.23282  -0.28
77 F 1.89088 3.29355 4.43521  -0.34
78 H 1.04376 1.46005 7.80696  0.40
79 H 1.44354 0.53175 6.39004  0.31
80 H -0.35720 -1.31400 5.96525  0.29
81 H -0.48606 4.23782 4.55589  0.27
82 C -3.15011 -7.23644 -0.67188  -0.82
83 C -1.83826 -6.45541 -0.51097  1.01
84 C -0.66473 -6.88562 -1.38882  0.07
85 F -0.30219 -8.15310 -1.13777  -0.21
86 F 0.40113 -6.07559 -1.11485  -0.26
87 F -1.46930 -6.44651 0.78408  -0.29
88 F -2.10090 -5.15642 -0.86118  -0.33
89 O -3.39215 -8.25128 0.26598  -0.41
90 C -2.86425 -9.49890 0.06782  0.77
91 C -1.85669 -9.84652 1.16160  0.18
92 F -0.85955 -8.93489 1.17987  -0.21
93 F -1.32499 -11.05591 0.89431  -0.26
94 F -2.32358 -9.61311 -1.16008  -0.28
95 F -3.87478 -10.38087 0.15386  -0.29
96 H -3.94233 -6.51260 -0.49436  0.41
97 H -3.28581 -7.59219 -1.69279  0.35
98 H -0.91561 -6.78195 -2.44877  0.31
99 H -2.34615 -9.86603 2.13737  0.27

[2]
Entry from OMol25: a cluster of 4 separate species, C24H54BrN3 in total at a distorted geometry (ωB97M-V/def2-TZVPD).

As for the frontier orbital gap: 0.243 Ha. For the HOMO energy, the calculation gives -10.52 eV. As for the charge: +2. For the relative energy (zero: lowest compared OMol25 entry of this formula, charge and spin), the calculation gives 74.75 kcal per mole. The total energy is -3684.49609 Ha. As for the spin multiplicity: 1.

Each line ends with the Mulliken charge.
CARTESIAN COORDINATES (ANGSTROEM)
1 C -8.67784 5.47611 17.40868  -1.57
2 C -9.71714 4.48056 17.02604  -0.03
3 C -10.85583 5.00773 16.06460  -0.76
4 N -11.90182 3.95181 15.61954  0.11
5 C -11.29401 2.77955 14.76181  -0.96
6 C -12.59986 3.38099 16.82341  -0.69
7 C -13.48974 4.54001 17.22829  -0.93
8 C -13.99421 5.20357 15.98108  -0.28
9 C -13.08617 4.64993 14.89766  -0.62
10 H -9.12796 6.28891 17.97864  0.38
11 H -7.97762 5.67463 16.59727  0.37
12 H -7.93457 5.12553 18.12475  0.41
13 H -10.12171 4.04371 17.93905  0.26
14 H -9.15514 3.73974 16.45733  0.23
15 H -10.42813 5.46421 15.17196  0.46
16 H -11.40879 5.84169 16.49684  0.39
17 H -10.67773 2.10096 15.35157  0.37
18 H -10.64593 3.26720 14.03360  0.42
19 H -12.02555 2.21720 14.18154  0.37
20 H -13.19729 2.54313 16.46402  0.49
21 H -11.90913 2.87097 17.49488  0.48
22 H -14.35002 4.26839 17.84004  0.47
23 H -12.91999 5.19729 17.88516  0.34
24 H -15.06387 4.99511 15.95947  0.38
25 H -13.76091 6.25378 16.15636  0.21
26 H -13.63942 3.96556 14.25450  0.36
27 H -12.67750 5.45056 14.28115  0.33
28 C -10.06413 13.90122 4.94761  -1.33
29 C -10.12660 12.38852 4.81990  -0.17
30 C -11.03259 11.79475 5.92500  -0.78
31 N -11.40783 10.28001 5.84516  0.11
32 C -10.16389 9.45966 6.03216  -0.89
33 C -12.14870 9.98317 4.49117  -0.56
34 C -13.57808 10.40119 4.67925  -0.54
35 C -13.74914 10.31688 6.23554  -0.71
36 C -12.47667 9.82546 6.90240  -0.64
37 H -10.89551 14.44825 5.39221  0.39
38 H -10.02202 14.25063 3.91599  0.36
39 H -9.13717 14.25512 5.39883  0.31
40 H -9.12500 11.96135 4.77065  0.40
41 H -10.56532 12.15912 3.84881  0.19
42 H -12.02803 12.23422 5.86121  0.33
43 H -10.65215 11.86772 6.94384  0.47
44 H -9.54309 9.90279 6.81084  0.24
45 H -9.71663 9.58561 5.04617  0.46
46 H -10.42087 8.42626 6.26490  0.37
47 H -12.08764 8.94497 4.16482  0.49
48 H -11.70001 10.50936 3.64861  0.29
49 H -14.20646 9.71921 4.10642  0.34
50 H -13.82694 11.39684 4.31203  0.30
51 H -14.66846 9.86557 6.60873  0.47
52 H -13.81778 11.37147 6.50245  0.29
53 H -12.59281 8.74172 6.91374  0.42
54 H -12.31265 10.06052 7.95404  0.40
55 C -6.73829 12.72251 9.00632  -1.51
56 C -6.89491 12.43514 10.48811  -0.01
57 C -8.30678 12.22429 10.92686  -0.96
58 N -8.55754 11.99278 12.45844  0.37
59 C -8.19285 13.17817 13.30665  -1.03
60 C -7.82972 10.71838 12.92026  -0.72
61 C -8.49047 10.26652 14.21757  -0.78
62 C -10.00049 10.55371 13.78485  -0.51
63 C -10.02507 11.58666 12.65594  -0.65
64 H -5.73332 12.98752 8.67781  0.38
65 H -7.31018 13.55352 8.59343  0.40
66 H -7.25333 11.94422 8.44321  0.31
67 H -6.59461 13.33567 11.02381  0.30
68 H -6.24907 11.56888 10.63166  0.28
69 H -8.62756 11.33975 10.37660  0.47
70 H -8.95800 13.09328 10.83287  0.47
71 H -7.10377 13.22236 13.29973  0.45
72 H -8.34149 13.10285 14.38384  0.34
73 H -8.55591 14.11876 12.89239  0.35
74 H -6.77848 10.97569 13.04981  0.43
75 H -7.96822 9.96395 12.14583  0.45
76 H -8.16379 10.89052 15.04944  0.31
77 H -8.27007 9.24344 14.52228  0.45
78 H -10.58793 10.75848 14.67989  0.34
79 H -10.32007 9.66502 13.24062  0.34
80 H -10.65545 12.43233 12.93088  0.36
81 H -10.50993 11.21608 11.75279  0.33
82 Br -11.05791 6.78298 10.70707  -0.93

[3]
Entry from OMol25: the molecule C3H6N2O at a distorted geometry (ωB97M-V/def2-TZVPD).

As for the frontier orbital gap: 0.390 Ha. For the HOMO energy, the calculation gives -9.55 eV. For the relative energy (zero: lowest compared OMol25 entry of this formula, charge and spin), the calculation gives 128.40 kcal per mole. The total energy is -302.48847 Ha. As for the spin multiplicity: 1.

Each line ends with the natural charge from an NBO analysis.
CARTESIAN COORDINATES (ANGSTROEM)
1 C -1.02489 0.18670 -0.32536  -0.47
2 C -0.38813 -1.21472 0.18155  -0.25
3 N 1.05323 -0.79574 0.29837  0.01
4 N 0.80669 0.47392 0.99589  -0.51
5 C 0.29312 0.98954 -0.29801  0.19
6 O 1.35702 -0.00613 -0.93791  -0.44
7 H -1.49161 0.08939 -1.40413  0.22
8 H -1.82090 0.67831 0.20664  0.23
9 H -0.48231 -1.55179 1.27632  0.23
10 H -0.42553 -1.92673 -0.53624  0.20
11 H 1.75354 1.00304 1.19229  0.37
12 H 0.36975 2.07420 -0.64940  0.22

[4]
Entry from OMol25: a structure of composition C31H41BrGe2PdSe at a distorted geometry (ωB97M-V/def2-TZVPD).

As for the frontier orbital gap: 0.212 Ha. For the HOMO energy, the calculation gives -7.05 eV. For the relative energy (zero: lowest compared OMol25 entry of this formula, charge and spin), the calculation gives 36.16 kcal per mole. The total energy is -10462.95808 Ha. As for the spin multiplicity: 1.

Each line ends with the Mulliken charge.
CARTESIAN COORDINATES (ANGSTROEM)
1 Pd -0.79936 0.15905 -0.20263  -0.71
2 C 0.22176 -1.17478 4.69867  -1.08
3 C -0.52821 -1.67653 3.47900  -0.75
4 Ge -1.07688 -0.19512 2.17211  0.74
5 C -2.89043 0.31934 2.95466  -0.57
6 C -2.81015 1.15422 4.21802  -1.09
7 C 0.15299 1.32749 2.61495  -1.61
8 C 1.04662 1.94655 1.83734  1.24
9 Ge 1.43475 1.42590 -0.08938  2.24
10 C 3.40451 1.21044 -0.49600  -0.75
11 C 4.40434 2.34375 -0.40527  -1.32
12 C 0.48525 2.51813 -1.54038  -0.56
13 C 1.38439 3.34713 -2.44157  -1.29
14 C 1.83188 3.08919 2.32235  0.22
15 C 2.30052 4.05375 1.43547  -0.07
16 C 2.98234 5.16791 1.88235  -0.86
17 C 3.21775 5.34415 3.23501  -0.45
18 C 2.78285 4.38132 4.13000  -0.80
19 C 2.10880 3.26335 3.67887  -0.39
20 H 0.44973 -2.00344 5.36997  0.41
21 H -0.37167 -0.45324 5.25423  0.18
22 H 1.15641 -0.69740 4.40845  0.28
23 H -1.45371 -2.15930 3.78932  0.49
24 H 0.06508 -2.43650 2.97268  0.33
25 H -3.41817 -0.61342 3.16784  0.38
26 H -3.47457 0.84962 2.19688  0.21
27 H -2.25265 0.63013 4.99051  0.20
28 H -3.80956 1.35896 4.59959  0.40
29 H -2.31918 2.10225 4.01611  0.28
30 H 0.04046 1.70097 3.62818  0.44
31 H 3.43104 0.79842 -1.50777  0.40
32 H 3.72926 0.40439 0.16373  0.51
33 H 4.13164 3.17083 -1.05292  0.25
34 H 5.38117 1.97380 -0.71563  0.44
35 H 4.48306 2.71431 0.61130  0.32
36 H -0.24853 3.16434 -1.04663  0.47
37 H -0.09312 1.80706 -2.15226  0.46
38 H 1.77349 4.21224 -1.90968  0.29
39 H 0.82647 3.70940 -3.30422  0.44
40 H 2.22839 2.75934 -2.79948  0.23
41 H 2.11369 3.93061 0.37788  0.16
42 H 3.33214 5.90537 1.17601  0.41
43 H 3.73349 6.22220 3.59342  0.40
44 H 2.96697 4.49831 5.18870  0.40
45 H 1.80094 2.51471 4.39298  0.45
46 Br 1.61799 -5.06393 -1.73497  -0.19
47 C 1.44662 -3.22269 -1.24361  -0.17
48 C 1.22289 -2.27567 -2.22704  -0.44
49 C 1.09198 -0.94458 -1.86176  -0.23
50 C 1.18806 -0.55363 -0.51746  -1.06
51 C 1.45357 -1.53400 0.44773  -0.46
52 C 1.58065 -2.86096 0.09243  -0.85
53 H 1.14578 -2.56405 -3.26461  0.51
54 H 0.97207 -0.19582 -2.64105  0.40
55 H 1.59616 -1.24035 1.48335  0.92
56 H 1.78042 -3.61383 0.84076  0.50
57 C -5.41244 0.24444 -5.88580  -1.49
58 C -4.66982 0.57948 -4.63166  0.59
59 C -4.67033 1.87658 -4.13765  -1.06
60 C -4.03631 2.20814 -2.95360  0.50
61 C -4.06777 3.62152 -2.47120  -1.67
62 C -3.38208 1.20576 -2.21646  0.86
63 Se -2.63213 1.65350 -0.51233  -0.28
64 C -3.35041 -0.11072 -2.71442  1.16
65 C -2.65307 -1.20281 -1.95934  -1.36
66 C -3.98625 -0.39580 -3.91361  -1.08
67 H -5.73848 1.14787 -6.39351  0.35
68 H -6.29413 -0.34797 -5.64363  0.30
69 H -4.79881 -0.33968 -6.56788  0.35
70 H -5.18986 2.64883 -4.68819  0.29
71 H -4.47624 4.28417 -3.23011  0.39
72 H -3.06269 3.95298 -2.21593  0.27
73 H -4.68141 3.69354 -1.57368  0.34
74 H -1.59217 -0.90497 -1.74314  0.18
75 H -2.62629 -2.13157 -2.52431  0.36
76 H -3.16416 -1.38440 -1.00346  0.29
77 H -3.95305 -1.40872 -4.29101  0.34